(1)
The following is a DFT calculation (ωB97M-V/def2-TZVPD) of a molecular structure, C13H17N3O4.

Element x y z (Å)
1 C -0.5286 -1.0903 -2.5355
2 C -0.4209 -1.4764 -0.9906
3 C -2.1034 -1.0806 -2.6559
4 C -2.6215 0.1506 -1.7343
5 C 1.6108 -0.0594 -0.6301
6 C 2.7091 -0.6680 0.2377
7 C 1.4280 1.5874 -0.0039
8 C 1.1915 1.5961 1.4428
9 C -0.2392 1.5079 1.6640
10 C 2.0866 1.7132 2.4577
11 C -0.8209 1.0670 2.9796
12 C 1.5212 1.5546 3.8626
13 C 0.0734 1.2250 4.0007
14 H -0.1220 -3.2512 -2.5898
15 H 0.8158 -2.1488 -3.5614
16 H -0.2334 -0.0294 -3.0861
17 H -2.5634 -1.9954 -2.0206
18 H -2.2056 -1.0337 -3.9074
19 H -4.6115 -0.2193 -2.3982
20 H -4.5736 0.8538 -0.9210
21 H 0.4883 -1.2530 0.8421
22 H 1.7834 0.0096 -1.6012
23 H 2.0888 2.2318 -0.4702
24 H 0.5534 1.6327 -0.7217
25 H -0.9443 1.7799 0.9087
26 H 3.1145 1.7192 2.2266
27 H -1.7424 0.7724 3.3151
28 H 2.1444 1.6323 4.7813
29 H -0.3896 1.0884 5.0108
30 H 2.9113 -1.4956 1.8547
31 N -0.2259 -2.2448 -3.4371
32 N -4.0015 0.2867 -1.5122
33 N 0.5152 -0.9400 -0.1990
34 O -1.0909 -2.4954 -0.5703
35 O -1.8202 1.0222 -1.4006
36 O 4.0736 -0.5869 0.0288
37 O 2.1495 -1.3627 1.3338

The calculation puts the energy above the lowest of the compared OMol25 structures with the same formula, charge and spin at 210.3 kcal per mole. The molar mass comes out at 279.3 g mol⁻¹. Its total energy is -26410.097 eV. The LUMO energy is 0.5 eV. The gap between HOMO and LUMO comes out at 9.190 eV.


(2)
The following is a DFT calculation (ωB97M-V/def2-TZVPD) of 2 unconnected molecules or ions with the total composition C4H12.

Element x y z (Å)
1 C -1.2918 -0.9679 -1.6077
2 C -0.5265 0.3461 -2.0168
3 H -1.1731 -1.7013 -2.4010
4 H -0.9172 -1.2299 -0.6280
5 H -2.3608 -0.7490 -1.6075
6 H 0.3717 0.2462 -2.6049
7 H -0.4349 0.9453 -1.0997
8 H -1.3208 0.9954 -2.4110
9 C 1.0128 0.9300 2.2082
10 C 0.7527 -0.4083 1.4280
11 H 2.1098 0.9194 2.2073
12 H 0.8066 1.8004 1.5980
13 H 0.7024 0.8941 3.2425
14 H 1.4923 -0.4478 0.6216
15 H 1.0305 -1.2651 2.0367
16 H -0.2537 -0.3076 1.0342

The calculation puts the energy above the lowest of the compared OMol25 structures with the same formula, charge and spin at 20.4 kcal per mole. The molar mass comes out at 60.1 g mol⁻¹. Its total energy is -4341.645 eV. The SMILES is CC.CC. The LUMO energy is 1.2 eV. The gap between HOMO and LUMO comes out at 12.496 eV.


(3)
The following is a DFT calculation (ωB97M-V/def2-TZVPD) of 2 unconnected molecules or ions with the total composition C29H22N3O6S2.

Element x y z (Å)
1 C -4.3189 -3.2507 -5.4659
2 C -3.9195 -3.2792 -4.1116
3 C -3.0403 -2.3077 -3.6297
4 C -2.5857 -1.3078 -4.4837
5 S -1.4439 -0.0423 -3.8636
6 C -2.2157 0.8265 -2.5666
7 C -2.0849 2.2288 -2.4896
8 C -3.2467 3.0370 -2.2690
9 C -3.0988 4.3824 -1.9654
10 C -1.8137 4.9423 -1.8657
11 C -1.7028 6.2597 -1.3234
12 N -1.7513 7.3376 -0.8621
13 C -0.6712 4.2102 -2.2838
14 C -0.8204 2.8969 -2.6671
15 O -0.3838 -0.8492 -3.2960
16 O -1.2008 0.8371 -4.9866
17 C -3.0288 -1.2200 -5.7972
18 C -3.8975 -2.1899 -6.2927
19 H -4.9698 -4.0525 -5.8735
20 H -4.3129 -4.0549 -3.4413
21 H -2.7443 -2.3122 -2.5910
22 H -2.9716 0.2047 -2.0819
23 H -4.2329 2.5639 -2.3559
24 H -3.9793 5.0015 -1.7517
25 H 0.3274 4.6649 -2.2894
26 H 0.0344 2.3336 -3.0648
27 H -2.7174 -0.3917 -6.4130
28 H -4.2587 -2.1160 -7.3240
29 C 3.7082 -5.1388 4.4905
30 C 3.6573 -3.9355 3.6114
31 C 4.5950 -2.9290 3.8071
32 C 4.5522 -1.7575 3.0701
33 C 3.5581 -1.6091 2.0988
34 S 3.5571 -0.1180 1.1160
35 O 4.5858 0.7723 1.5777
36 O 3.3681 -0.4210 -0.2668
37 N 2.0212 0.5749 1.5208
38 C 1.6081 0.9635 2.8133
39 C 2.2187 0.9213 4.0612
40 C 1.5324 1.4364 5.1663
41 C 0.2839 2.0956 5.0088
42 C -0.3050 2.1885 3.7324
43 C 0.3457 1.5826 2.6660
44 C -0.0031 1.4631 1.2484
45 N -1.3089 1.5859 0.7233
46 O -2.0918 2.4678 1.1391
47 O -1.6132 0.7233 -0.1474
48 C 1.0164 0.7835 0.5982
49 C 2.6108 -2.6166 1.8657
50 C 2.6828 -3.7868 2.6220
51 H 2.9143 -5.8397 4.2395
52 H 4.6731 -5.6410 4.3895
53 H 3.6222 -4.8549 5.5440
54 H 5.3660 -3.0563 4.5623
55 H 5.2496 -0.9441 3.2557
56 H 3.2153 0.5107 4.1649
57 H 1.9379 1.3694 6.1819
58 H -0.2155 2.5617 5.8762
59 H -1.2320 2.7604 3.5404
60 H 1.1550 0.6098 -0.4476
61 H 1.8191 -2.4834 1.1283
62 H 1.9653 -4.5922 2.4480

The molar mass comes out at 572.6 g mol⁻¹. Its total energy is -68851.793 eV. Its charge is -1. The LUMO energy is 1.6 eV. The gap between HOMO and LUMO comes out at 4.719 eV.


(4)
The following is a DFT calculation (ωB97M-V/def2-TZVPD) of 2 unconnected molecules or ions with the total composition C11H10BCl4N2O.

Element x y z (Å)
1 Cl -0.4769 -1.9924 -4.2902
2 B -1.6087 -1.4638 -2.8851
3 Cl -3.3322 -1.0889 -3.4857
4 Cl -1.7538 -2.7691 -1.5560
5 O -0.9693 -0.2315 -2.2617
6 C -1.3772 0.3600 -1.1970
7 C -0.8580 1.6536 -0.8365
8 C -1.5540 2.4111 0.1233
9 C -1.0488 3.6297 0.5417
10 C 0.1157 4.1284 -0.0618
11 Cl 0.7574 5.6006 0.4911
12 C 0.7441 3.4429 -1.1191
13 C 0.2258 2.2146 -1.5400
14 H -2.2472 -0.0057 -0.6411
15 H -2.4630 2.0299 0.5813
16 H -1.5376 4.1817 1.3426
17 H 1.6277 3.8606 -1.5849
18 H 0.6544 1.6613 -2.3645
19 C 2.6469 -3.4982 2.3969
20 C 1.4965 -2.6496 1.9869
21 C 1.3362 -1.8785 0.7680
22 N 0.1401 -1.2525 0.8202
23 C -0.4304 -1.6040 2.0348
24 N 0.3915 -2.4679 2.7523
25 H 3.4476 -3.5421 1.6503
26 H 3.0696 -3.1042 3.3309
27 H 2.2953 -4.5223 2.5803
28 H 2.0923 -1.8384 -0.0019
29 H -1.3841 -1.2654 2.4247

The molar mass comes out at 338.8 g mol⁻¹. Its total energy is -67367.787 eV. Its charge is -1. The LUMO energy is 0.9 eV. The gap between HOMO and LUMO comes out at 4.177 eV.


(5)
The following is a DFT calculation (ωB97M-V/def2-TZVPD) of 2 unconnected molecules or ions with the total composition C4H12OS2.

Element x y z (Å)
1 S -1.2074 -0.4204 1.6012
2 S 0.3884 0.7217 -0.8750
3 C -1.8092 -1.6441 0.3510
4 C -0.8788 0.9621 0.4686
5 C 2.0671 1.4611 1.1604
6 C 1.9106 0.4554 0.0155
7 H -1.6676 -2.6666 0.7397
8 H -1.3056 -1.5668 -0.6273
9 H -2.8885 -1.4692 0.2059
10 H -1.8076 1.2891 -0.0372
11 H -0.4806 1.8271 1.0331
12 H 1.3088 1.1776 1.9095
13 H 1.9455 2.5317 0.9244
14 H 3.0681 1.3089 1.5981
15 H 1.9640 -0.5369 0.5033
16 H 2.6930 0.4883 -0.7669
17 O -1.4313 -1.3777 -2.9494
18 H -0.8919 -0.5549 -2.9307
19 H -0.9768 -1.9865 -2.3241

The calculation puts the energy above the lowest of the compared OMol25 structures with the same formula, charge and spin at 14.5 kcal per mole. The molar mass comes out at 140.3 g mol⁻¹. Its total energy is -28060.239 eV. The SMILES is CCSCSC.O. The LUMO energy is 0.6 eV. The gap between HOMO and LUMO comes out at 9.446 eV.


(6)
The following is a DFT calculation (ωB97M-V/def2-TZVPD) of a gas-phase ion, C2H6N2O4P (charge -1).

Element x y z (Å)
1 C -0.7895 -0.0125 -0.2043
2 C 0.4016 -0.0598 -1.1218
3 N -1.7710 -0.8603 -0.3939
4 N -0.6692 1.1140 0.5878
5 O 2.2895 1.5830 0.4447
6 O 1.3179 -0.6433 1.3695
7 O 3.0458 -0.7555 -0.5360
8 O -2.8827 -0.6070 0.3873
9 P 1.9719 0.1185 0.0199
10 H 0.3229 -0.9831 -1.7906
11 H 0.4814 0.8416 -1.7616
12 H 0.8214 -1.3315 0.9964
13 H 0.3602 1.3287 0.6845
14 H -1.1987 1.1199 1.4186
15 H -3.7016 -0.8526 -0.1005

The molar mass comes out at 153.1 g mol⁻¹. Its total energy is -22628.509 eV. Its charge is -1. The spin multiplicity is 3. The LUMO energy (spin up / spin down) is 3.2 / 1.6 eV. The gap between HOMO and LUMO (spin up / spin down) comes out at 4.075 / 6.828 eV.


(7)
The following is a DFT calculation (ωB97M-V/def2-TZVPD) of 2 unconnected molecules or ions with the total composition C3H6OS.

Element x y z (Å)
1 C -0.0733 1.3882 0.1271
2 C 0.2004 -0.0049 0.0622
3 C -0.9953 -0.8208 0.1211
4 H -0.5833 1.6334 -0.8590
5 H -0.8828 1.3928 0.9352
6 H 0.9964 1.9310 0.6143
7 H -0.7594 -1.8497 -0.3928
8 H -1.3134 -1.2692 1.2871
9 H -2.0233 1.0364 -1.1766
10 O -2.2008 -0.1819 -0.1059
11 S 1.7113 -0.2997 -0.0890

The calculation puts the energy above the lowest of the compared OMol25 structures with the same formula, charge and spin at 152.8 kcal per mole. The molar mass comes out at 90.1 g mol⁻¹. Its total energy is -16084.364 eV. The LUMO energy is -1.5 eV. The gap between HOMO and LUMO comes out at 7.012 eV.


(8)
The following is a DFT calculation (ωB97M-V/def2-TZVPD) of a gas-phase ion, CH5F2N2 (charge +1).

Element x y z (Å)
1 C 0.6838 0.6201 0.0888
2 N 1.3494 0.5515 1.5483
3 N -0.3608 -0.4243 0.0810
4 F 0.3719 1.0453 2.3836
5 F 2.3249 1.4796 1.5575
6 H 1.5008 0.4180 -0.6055
7 H 0.2738 1.6230 -0.0546
8 H -0.0735 -1.2471 -0.4674
9 H -1.2536 -0.0701 -0.2977
10 H -0.5390 -0.7398 1.0521

The calculation puts the energy above the lowest of the compared OMol25 structures with the same formula, charge and spin at 0.0 kcal per mole. The molar mass comes out at 83.1 g mol⁻¹. Its total energy is -9521.895 eV. Its charge is +1. The SMILES is [NH3+]CN(F)F. The LUMO energy is -4.4 eV. The gap between HOMO and LUMO comes out at 11.402 eV.


(9)
The following is a DFT calculation (ωB97M-V/def2-TZVPD) of a molecular structure, C27H35HgN8O6P3S.

Element x y z (Å)
1 Hg 0.9613 0.0520 0.0166
2 S 2.0237 1.7971 -1.2813
3 C 0.8333 3.0909 -1.0232
4 N 1.1821 4.2164 -1.5958
5 N 0.2460 5.2470 -1.5390
6 C -0.9679 5.2724 -2.1716
7 C -1.7935 6.3939 -2.0098
8 C -3.0199 6.4686 -2.6439
9 C -3.4645 5.4351 -3.4588
10 C -2.6423 4.3283 -3.6308
11 C -1.4121 4.2368 -3.0073
12 N -0.3185 2.9926 -0.3276
13 N -0.6082 1.9083 0.3596
14 C -1.8556 1.9992 0.9654
15 C -2.8396 2.9270 0.5907
16 C -4.0718 2.9176 1.2176
17 C -4.3609 2.0113 2.2326
18 C -3.3804 1.1064 2.6207
19 C -2.1463 1.1049 1.9982
20 H 0.6754 6.1425 -1.3560
21 H -1.4694 7.1959 -1.3562
22 H -3.6413 7.3424 -2.4885
23 H -4.4293 5.4891 -3.9444
24 H -2.9665 3.5114 -4.2631
25 H -0.7904 3.3674 -3.1518
26 H -2.6244 3.6286 -0.2008
27 H -4.8222 3.6315 0.9022
28 H -5.3291 2.0137 2.7140
29 H -3.5768 0.3978 3.4169
30 H -1.3774 0.4090 2.2986
31 N 5.1307 -3.2250 -0.0787
32 C 4.3722 -2.1177 -0.7546
33 C 5.0545 -1.7620 -2.0628
34 P 4.5422 -0.7423 0.5295
35 O 4.8001 0.5729 -0.3401
36 O 5.8328 -1.1439 1.1877
37 O 3.2652 -0.6344 1.2866
38 P 2.6773 -2.8167 -0.9080
39 O 2.8767 -3.9051 -2.1140
40 O 1.7103 -1.7951 -1.4173
41 O 2.5006 -3.5840 0.3624
42 H 5.7860 -2.6927 0.5571
43 H 5.5802 -3.8478 -0.7465
44 H 4.4233 -3.7395 0.4671
45 H 6.0669 -1.3925 -1.8896
46 H 4.4963 -0.9636 -2.5480
47 H 5.0857 -2.6218 -2.7355
48 H 4.0203 1.1465 -0.3486
49 H 2.4300 -3.5797 -2.8942
50 C -2.7728 -0.9476 -0.7180
51 P -1.3633 -1.9053 -0.0332
52 C -1.9850 -2.4553 1.6132
53 C -1.5644 -3.5212 -0.8880
54 C -0.5138 -4.4330 -0.8297
55 C -0.6301 -5.6826 -1.4184
56 C -1.7976 -6.0417 -2.0742
57 C -2.8525 -5.1433 -2.1332
58 C -2.7368 -3.8938 -1.5436
59 H -3.7366 -1.2901 -0.3395
60 H -2.7536 -1.0398 -1.8040
61 H -2.6570 0.1061 -0.4655
62 H -3.0201 -2.7927 1.5441
63 H -1.9107 -1.6641 2.3488
64 H -1.3613 -3.2878 1.9398
65 H 0.4053 -4.1673 -0.3213
66 H 0.2039 -6.3697 -1.3708
67 H -1.8860 -7.0137 -2.5392
68 H -3.7693 -5.4138 -2.6428
69 H -3.5706 -3.2075 -1.6071
70 N 1.4130 1.9861 5.2013
71 C 1.4343 0.8381 4.4445
72 C 0.9148 0.8274 3.1404
73 N 0.9082 -0.2790 2.4311
74 C 1.4132 -1.3941 2.9692
75 C 1.9091 -1.3657 4.2548
76 N 1.9259 -0.2595 4.9982
77 H 1.3492 2.8566 4.7018
78 H 2.0492 1.9813 5.9831
79 H 0.5162 1.7199 2.6704
80 H 1.4473 -2.2801 2.3501
81 H 2.3272 -2.2576 4.7024

The calculation puts the energy above the lowest of the compared OMol25 structures with the same formula, charge and spin at 9.9 kcal per mole. The molar mass comes out at 893.2 g mol⁻¹. Its total energy is -95656.484 eV. Its charge is -1. The spin multiplicity is 2. The LUMO energy (spin up / spin down) is 2.5 / 2.5 eV. The gap between HOMO and LUMO (spin up / spin down) comes out at 6.083 / 6.647 eV.


(10)
The following is a DFT calculation (ωB97M-V/def2-TZVPD) of 2 unconnected molecules or ions with the total composition C3H8NO.

Element x y z (Å)
1 C 0.9700 0.1107 0.2856
2 C 2.4066 0.0580 0.0160
3 C -2.1030 -0.4634 -0.1163
4 N -1.6102 0.8041 0.1153
5 O 0.2309 0.9005 -0.2744
6 H 0.5815 -0.6182 1.0101
7 H 2.7003 0.7392 -0.7784
8 H 2.9488 0.2984 0.9338
9 H 2.6835 -0.9708 -0.2268
10 H -3.1547 -0.3204 0.1860
11 H -2.1099 -0.8379 -1.1404
12 H -1.7039 -1.1917 0.5925
13 H -1.8398 1.4914 -0.6031

The calculation puts the energy above the lowest of the compared OMol25 structures with the same formula, charge and spin at 76.2 kcal per mole. The molar mass comes out at 74.1 g mol⁻¹. Its total energy is -6767.867 eV. Its charge is +1. The LUMO energy is -6.2 eV. The gap between HOMO and LUMO comes out at 9.720 eV.


(11)
The following is a DFT calculation (ωB97M-V/def2-TZVPD) of 2 unconnected molecules or ions with the total composition C4H11N3O2.

Element x y z (Å)
1 C -2.7742 1.5842 -1.4364
2 C -3.2098 0.4450 -0.6626
3 O -2.9604 -0.6741 -1.3357
4 O -3.6241 0.3264 0.5295
5 H -2.1038 1.2822 -2.2371
6 H -2.1128 2.1262 -0.7100
7 H -3.4290 2.3261 -1.7770
8 C 3.5477 -0.6167 0.8303
9 C 1.1358 -0.6692 0.6069
10 N 0.1880 -1.5146 0.3387
11 N 2.3328 -1.3223 1.1748
12 N 0.9148 0.7131 0.8009
13 H -3.1640 -1.4744 -0.9028
14 H -0.6864 -1.3343 -0.1053
15 H 2.1932 -2.2150 1.4784
16 H 0.5737 1.1572 -0.0289
17 H 1.6354 1.1885 1.2059
18 H 3.3747 0.4943 1.3821
19 H 3.7851 -0.5034 -0.1982
20 H 4.3834 -1.3193 1.0464

The calculation puts the energy above the lowest of the compared OMol25 structures with the same formula, charge and spin at 71.2 kcal per mole. The molar mass comes out at 133.2 g mol⁻¹. Its total energy is -12889.741 eV. The SMILES is [H]/N=C(\N)NC.CC(=O)O. The LUMO energy is 0.6 eV. The gap between HOMO and LUMO comes out at 9.061 eV.


(12)
The following is a DFT calculation (ωB97M-V/def2-TZVPD) of a molecular structure, H16KrO8.

Element x y z (Å)
1 Kr -0.2322 -0.2746 0.3030
2 O -0.3073 3.0299 2.3897
3 H -0.9524 2.3228 2.3769
4 H 0.5390 2.5827 2.3935
5 O -2.7604 1.7284 2.4144
6 H -3.1598 1.3747 1.6197
7 H -2.7895 1.0046 3.0401
8 O 0.5760 -2.6775 -3.0547
9 H 1.1282 -3.4083 -2.7768
10 H 0.1610 -2.3703 -2.2487
11 O 2.1857 1.8072 1.7744
12 H 2.3804 1.2960 0.9889
13 H 3.0238 2.1992 2.0195
14 O 0.0817 -3.4744 1.4215
15 H 0.0158 -4.4292 1.4049
16 H 0.6319 -3.2587 0.6686
17 O -2.8251 -2.2131 -1.9992
18 H -2.4310 -2.4254 -2.8453
19 H -2.7627 -3.0243 -1.4951
20 O -1.0460 2.9555 -2.1144
21 H -1.1420 2.7386 -1.1870
22 H -0.1380 2.7331 -2.3201
23 O 2.9733 0.7970 -0.7800
24 H 2.9809 0.2281 -1.5498
25 H 3.8687 0.7580 -0.4439

The calculation puts the energy above the lowest of the compared OMol25 structures with the same formula, charge and spin at 15.1 kcal per mole. The molar mass comes out at 227.9 g mol⁻¹. Its total energy is -91569.091 eV. The LUMO energy is -0.2 eV. The gap between HOMO and LUMO comes out at 9.756 eV.